<one>
A 4-piece molecular cluster, C4H14O3 overall, computed with the ωB97M-V functional and the def2-TZVPD basis.

The gap between HOMO and LUMO is 9.425 eV. As for the charge: 0. Its structure (SMILES) is C/C=C/C.O.O.O. The calculation puts the LUMO energy at 0.37 eV. Its spin multiplicity is 1.

Each line ends with the Mulliken charge.
Positions of all 21 atoms, in Å:
1 C -1.8129 -1.2887 0.8221  -1.201
2 C -0.5471 -1.1886 0.0085  0.352
3 C 0.2145 -2.1918 -0.3276  -0.292
4 C 1.5653 -1.8383 -1.0087  -0.835
5 H -2.2443 -0.3055 0.8665  0.207
6 H -2.5547 -1.9635 0.4124  0.383
7 H -1.5184 -1.6903 1.7949  0.286
8 H -0.2801 -0.1093 -0.1781  0.107
9 H 0.1514 -3.2819 -0.1613  0.310
10 H 2.4338 -2.4106 -0.5223  0.300
11 H 1.5106 -1.9900 -2.0637  0.297
12 H 1.7823 -0.7875 -0.9440  0.115
13 H 0.4245 1.0820 2.1747  0.337
14 H 1.2294 2.4918 2.3351  0.314
15 O 1.1931 1.6133 1.9468  -0.701
16 H -2.5959 1.9669 -0.1867  0.304
17 H -1.0691 1.9859 -0.5997  0.325
18 O -1.9605 1.7239 -0.8639  -0.624
19 H 2.0317 1.7833 -1.3179  0.293
20 H 1.3409 1.6793 0.0941  0.384
21 O 1.1824 1.8281 -0.8702  -0.661

---

<two>
A 4-piece molecular cluster, C4H14O3 overall, computed with the ωB97M-V functional and the def2-TZVPD basis.

The gap between HOMO and LUMO is 9.276 eV. As for the charge: 0. Its structure (SMILES) is C=C(C)C.O.O.O. The calculation puts the LUMO energy at 0.40 eV. Its spin multiplicity is 1.

Each line ends with the Mulliken charge.
Positions of all 21 atoms, in Å:
1 C 1.9870 0.8866 0.0337  -1.296
2 C 0.8962 1.9009 0.0690  0.898
3 C -0.3494 1.4703 0.3568  -0.836
4 C 1.4223 3.2763 -0.1992  -1.151
5 H 1.8994 0.0206 -0.5263  0.429
6 H 2.0952 0.6896 1.1380  0.271
7 H 3.0343 1.3179 -0.2896  0.284
8 H -1.0494 2.0645 0.7623  0.364
9 H -0.5684 0.3829 0.5055  0.109
10 H 0.8438 4.1099 0.2027  0.331
11 H 1.7916 3.2548 -1.2641  0.273
12 H 2.3293 3.4070 0.4195  0.335
13 H -0.7806 -3.2011 -2.9037  0.336
14 H -0.3734 -4.7754 -2.8043  0.295
15 O -0.9407 -4.1683 -3.1272  -0.627
16 H -2.3941 -1.8485 -1.0075  0.301
17 H -2.5402 -1.0931 0.3522  0.297
18 O -2.7790 -1.1037 -0.5502  -0.629
19 H -1.3336 -2.9469 2.8190  0.305
20 H -1.6291 -1.6063 3.4432  0.320
21 O -1.5612 -2.0380 2.5702  -0.611

---

Most stable = <one>

---

<one>
A 8-piece molecular cluster, C3H20NO9 overall, computed with the ωB97M-V functional and the def2-TZVPD basis.

The gap between HOMO and LUMO is 9.453 eV. As for the charge: -1. The calculation puts the LUMO energy at 3.15 eV. Its spin multiplicity is 1.

Each line ends with the Mulliken charge.
Positions of all 33 atoms, in Å:
1 C -0.9028 -2.1365 1.5663  0.179
2 N -1.7660 -1.1449 1.1663  -0.041
3 C -1.8015 -0.7621 -0.2388  -0.109
4 C -3.1123 -0.1960 -0.7784  -0.497
5 O -3.1039 1.1820 -1.1659  -0.566
6 O -0.8792 -2.4668 2.7362  -0.613
7 H -0.2599 -2.4745 0.7225  0.203
8 H -2.4019 -0.6991 1.8103  0.194
9 H -1.4683 -1.6588 -0.7562  0.246
10 H -0.9319 -0.0976 -0.4724  0.126
11 H -3.9555 -0.2057 -0.0965  0.318
12 H -3.4747 -0.6409 -1.7172  0.172
13 H 2.1353 -0.4222 1.2944  0.285
14 H 2.4079 0.0803 2.7353  0.304
15 O 1.9292 -0.5819 2.2267  -0.647
16 H 0.5984 -0.4477 -3.0113  0.271
17 H -2.2295 1.5967 -1.1614  0.438
18 O 0.4680 0.4017 -2.5679  -0.794
19 H 1.1759 0.3726 -1.7872  0.436
20 H 3.0634 0.9129 -1.3493  0.179
21 O 2.3694 0.4099 -0.9112  -1.026
22 H 2.5536 -1.0884 -0.9764  0.438
23 H 2.9019 -2.4406 -0.3121  0.289
24 O 2.8868 -2.0519 -1.1939  -0.741
25 H -0.3065 1.5051 2.3943  0.295
26 H -0.0150 0.1183 2.8725  0.353
27 O -0.7113 0.7951 2.9033  -0.649
28 H 2.3371 2.4726 1.3385  0.265
29 H 2.6897 1.2782 0.3878  0.435
30 O 2.9473 1.7381 1.2390  -0.743
31 H -0.4885 1.7926 -2.0515  0.394
32 H -1.5052 2.3412 -2.8645  0.351
33 O -1.1504 2.5183 -1.9812  -0.746

---

<two>
A 8-piece molecular cluster, C3H20NO9 overall, computed with the ωB97M-V functional and the def2-TZVPD basis.

The gap between HOMO and LUMO is 8.888 eV. As for the charge: -1. The calculation puts the LUMO energy at 3.16 eV. Its spin multiplicity is 1.

Each line ends with the Mulliken charge.
Positions of all 33 atoms, in Å:
1 C -1.4306 0.3986 -1.0136  0.055
2 N -0.9387 1.0361 0.2233  0.241
3 C 0.3652 1.6547 0.1806  0.267
4 O 1.2561 1.2231 -0.6046  -0.757
5 O 0.4751 2.6678 0.8990  -0.861
6 C -2.1656 1.3870 -1.8515  -1.293
7 H -0.5940 -0.1614 -1.4552  -0.084
8 H -2.0892 -0.4613 -0.6791  0.240
9 H -1.6226 1.2963 0.9048  0.305
10 H -1.5444 2.2572 -2.0898  0.291
11 H -2.8791 1.8945 -1.2243  0.367
12 H -2.6767 0.8591 -2.6666  0.368
13 H 1.0152 -2.1724 -2.2574  0.380
14 H 1.2843 -1.3681 -1.0179  0.367
15 O 1.3647 -2.2646 -1.3637  -0.757
16 H 2.1540 -1.0861 2.4640  0.281
17 H 0.9950 -0.0339 2.1308  0.275
18 O 1.2324 -0.8558 2.5558  -0.694
19 H 0.2069 2.8094 2.4494  0.433
20 H 0.5972 1.5490 3.3398  0.290
21 O -0.0710 2.2271 3.2312  -0.707
22 H 1.0983 0.5587 -2.2446  0.412
23 H 1.1536 0.8612 -3.7720  0.265
24 O 0.9549 0.1732 -3.1322  -0.631
25 H -2.2379 -1.0395 1.8451  0.229
26 H -0.8579 -0.4838 1.4565  0.335
27 O -1.4277 -1.3090 1.4005  -0.577
28 H 2.8752 0.1748 0.2872  0.341
29 H 2.4101 -1.1589 0.9024  0.367
30 O 3.1182 -0.4683 0.9767  -0.731
31 H -0.3452 -3.2104 -0.6642  0.365
32 H -0.7090 -3.3319 0.8360  0.296
33 O -0.9668 -3.6225 -0.0466  -0.676

---

Most stable = <two>

---

<one>
One molecule with the formula C2H4FN, computed with the ωB97M-V functional and the def2-TZVPD basis.

The gap between HOMO and LUMO is 11.183 eV. As for the charge: 0. Its structure (SMILES) is FN1CC1. The calculation puts the LUMO energy at 1.10 eV. Its spin multiplicity is 1.

Each line ends with the Mulliken charge.
Positions of all 8 atoms, in Å:
1 C 0.6393 0.3960 -0.0860  -0.341
2 C -0.4987 -0.5709 -0.0143  -0.376
3 N 1.0511 -0.9639 -0.6048  -0.169
4 F 0.9983 -0.9265 -1.9867  -0.177
5 H 0.7249 1.2190 -0.6470  0.306
6 H 1.2106 0.6255 0.8670  0.192
7 H -0.5758 -0.9289 1.0054  0.265
8 H -1.1054 -0.4079 -0.9254  0.300

---

<two>
A 2-piece molecular cluster, C2H4FN overall, computed with the ωB97M-V functional and the def2-TZVPD basis.

The gap between HOMO and LUMO is 10.055 eV. As for the charge: 0. The calculation puts the LUMO energy at 0.25 eV. Its spin multiplicity is 1.

Each line ends with the Mulliken charge.
Positions of all 8 atoms, in Å:
1 C 1.2457 -0.2931 -0.0407  0.097
2 C -0.9670 0.5053 0.0547  -0.602
3 N 0.4451 0.6212 0.0179  -0.219
4 F 2.5356 -0.2307 -0.0794  -0.144
5 H 0.7277 -2.0855 -0.1367  0.117
6 H -1.3729 0.9388 -0.8606  0.227
7 H -1.3314 1.0855 0.9012  0.223
8 H -1.2829 -0.5416 0.1436  0.301

---

Most stable = <two>

---

<one>
C5H7Br as an isolated structure, computed with the ωB97M-V functional and the def2-TZVPD basis.

The gap between HOMO and LUMO is 10.454 eV. As for the charge: 0. The calculation puts the LUMO energy at 0.87 eV. Its spin multiplicity is 1.

Each line ends with the Mulliken charge.
Positions of all 13 atoms, in Å:
1 C 1.3634 1.0931 0.0466  -0.325
2 C 0.1082 1.3776 -0.4073  -0.788
3 C 0.9026 -0.0039 1.0151  -0.623
4 C -0.4719 0.2866 0.4299  1.021
5 C -1.1952 -0.6781 -0.4607  -1.648
6 Br -1.8284 0.9877 1.8349  -0.226
7 H 2.3958 1.4766 -0.2962  0.310
8 H -0.4402 2.0048 -1.0339  0.487
9 H 1.3667 -1.1302 0.9825  0.224
10 H 1.0840 0.4264 1.9771  0.270
11 H -1.1387 -1.7030 -0.1635  0.383
12 H -0.7434 -0.6746 -1.4315  0.407
13 H -2.1732 -0.5984 -0.5741  0.506

---

<two>
A 2-piece molecular cluster, C5H7Br overall, computed with the ωB97M-V functional and the def2-TZVPD basis.

The gap between HOMO and LUMO is 10.070 eV. As for the charge: 0. Its structure (SMILES) is C#CBr.C=CC. The calculation puts the LUMO energy at 0.72 eV. Its spin multiplicity is 1.

Each line ends with the Mulliken charge.
Positions of all 13 atoms, in Å:
1 C -1.7583 -1.3723 0.3223  -0.079
2 C -2.7680 -0.7386 0.1966  -0.260
3 C 0.2053 1.2538 0.5767  -0.719
4 C 0.7008 0.6055 -0.4607  0.036
5 C 1.9146 -0.2642 -0.4167  -0.961
6 Br -4.2846 0.1905 -0.0917  -0.015
7 H -0.8822 -1.9192 0.4966  0.358
8 H -0.6835 1.8560 0.5019  0.295
9 H 0.6735 1.2103 1.5457  0.217
10 H 0.2147 0.6653 -1.4274  0.298
11 H 2.4480 -0.1550 0.5243  0.309
12 H 2.5919 -0.0232 -1.2351  0.307
13 H 1.6278 -1.3088 -0.5326  0.215

---

Most stable = <one>

---

<one>
C3H8NS2 as an isolated structure, computed with the ωB97M-V functional and the def2-TZVPD basis.

The gap between HOMO and LUMO (alpha / beta) is 8.165 / 8.165 eV. As for the charge: +1. The calculation puts the LUMO energy (alpha / beta) at -4.91 / -4.91 eV. Its spin multiplicity is 1.

Each line ends with the Mulliken charge.
Positions of all 14 atoms, in Å:
1 C -0.4780 -1.4232 0.0698  -1.045
2 C -0.4909 -0.3481 0.9153  0.571
3 C 1.3633 0.9707 -0.9954  -0.596
4 N 0.5934 0.3246 1.2629  -0.344
5 S -2.0328 0.7624 1.0061  -0.211
6 S 0.6719 -0.3572 -1.7719  0.127
7 H -1.5103 -1.7410 -0.3447  0.302
8 H 0.2538 -2.1471 0.2953  0.405
9 H 2.4157 0.9153 -0.8822  0.434
10 H 0.8855 1.8605 -0.9219  0.387
11 H 0.3822 1.2267 1.6407  0.234
12 H 1.4443 -0.2291 1.2014  0.309
13 H -2.9479 -0.0070 0.3386  0.179
14 H -0.5502 0.1925 -1.8141  0.249

---

<two>
A 2-piece molecular cluster, C3H8NS2 overall, computed with the ωB97M-V functional and the def2-TZVPD basis.

The gap between HOMO and LUMO is 6.925 eV. As for the charge: +1. The calculation puts the LUMO energy at -5.47 eV. Its spin multiplicity is 1.

Each line ends with the Mulliken charge.
Positions of all 14 atoms, in Å:
1 C -3.8411 -0.9911 0.3798  -0.279
2 C 0.3582 0.8042 -0.7203  -0.415
3 C 2.3690 -0.2637 -0.0168  -0.870
4 N 1.3846 0.7561 0.4218  -0.159
5 S -2.3046 -0.4609 0.3960  -0.158
6 S 0.5242 2.0092 -1.8022  -0.062
7 H -4.0526 -2.0526 0.3098  0.259
8 H -4.7497 -0.3853 0.3963  0.273
9 H -0.0811 -0.0925 -0.9012  0.520
10 H 2.9210 -0.5315 0.8290  0.393
11 H 1.8244 -1.0237 -0.4337  0.400
12 H 2.9951 0.0771 -0.7803  0.363
13 H 1.7148 1.6747 0.5647  0.346
14 H 0.9377 0.4799 1.3572  0.389

---

Most stable = <two>

---

<one>
A 2-piece molecular cluster, C4H10N2O overall, computed with the ωB97M-V functional and the def2-TZVPD basis.

The gap between HOMO and LUMO (alpha / beta) is 6.284 / 7.676 eV. As for the charge: +1. Its expectation value of S² is 0.96. The calculation puts the LUMO energy (alpha / beta) at -8.44 / -7.75 eV. Its spin multiplicity is 2.

Each line ends with the Mulliken spin population.
Positions of all 17 atoms, in Å:
1 C -0.4315 0.3211 0.1358  0.103
2 C -0.0158 -1.0829 0.3048  -0.065
3 C 0.1332 -0.0094 1.5163  -0.083
4 O -0.7251 -0.1232 2.4209  0.289
5 N 0.6119 1.1115 -0.5634  -0.158
6 C 0.9494 0.5105 -1.9000  -0.041
7 N -0.0673 -0.3841 -2.3495  0.929
8 H 0.3682 2.0846 -0.4706  0.005
9 H -1.4456 0.5091 -0.1842  -0.028
10 H -0.7326 -1.8404 0.5892  -0.006
11 H 0.8097 -1.4052 -0.3183  0.009
12 H 1.1227 0.4272 1.7034  -0.011
13 H -2.9192 -1.8964 3.2079  -0.001
14 H 1.3615 1.3529 -2.4752  0.017
15 H 1.7769 -0.2252 -1.7675  0.063
16 H -2.2697 -1.5609 3.0469  0.001
17 H 0.1047 -0.6301 -3.3266  -0.025

---

<two>
An isolated ion of composition C4H10N2O and charge +1, computed with the ωB97M-V functional and the def2-TZVPD basis.

The gap between HOMO and LUMO (alpha / beta) is 10.933 / 5.827 eV. As for the charge: +1. Its expectation value of S² is 0.77. The calculation puts the LUMO energy (alpha / beta) at -3.56 / -8.42 eV. Its spin multiplicity is 2.

Each line ends with the Mulliken spin population.
Positions of all 17 atoms, in Å:
1 N 2.1388 0.6285 -0.1386  0.049
2 C 1.1295 0.7813 -1.1315  0.064
3 C -0.3534 0.7856 -0.5616  -0.089
4 N -0.9129 -0.3202 0.0463  0.584
5 C -1.7907 0.0305 1.1675  -0.009
6 C -0.2735 -1.6304 0.1881  -0.006
7 O -1.0379 1.7640 -0.7964  0.277
8 H 2.4935 1.5135 0.1604  -0.002
9 H 2.8956 0.0727 -0.5083  0.003
10 H 1.0031 0.0521 -1.9372  0.001
11 H 1.1399 1.7843 -1.5601  0.001
12 H -2.3174 -0.8655 1.4879  0.009
13 H -1.1897 0.3828 2.0134  0.038
14 H -2.4851 0.8207 0.8903  0.018
15 H -1.0250 -2.3898 -0.0248  0.029
16 H 0.0454 -1.6886 1.2297  0.031
17 H 0.5397 -1.7217 -0.5252  0.002

---

Most stable = <two>